No. 1
Computed, not measured: a single C24H32N2O2 molecule, with ωB97M-V with the def2-TZVPD basis set.

HOMO level, eV: -8.42
Gap between HOMO and LUMO, eV: 9.1467
Electronic energy, eV: -32483.4983
Relative energy (zero: lowest compared OMol25 entry of this formula, charge and spin), kcal per mole: 32.3

Each line ends with the Mulliken charge.
Element x y z (Å)
1 C -7.579 -0.983 -1.843  -1.6202
2 C -6.916 0.099 -0.996  0.9562
3 C -7.830 0.538 0.143  -1.5571
4 C -5.582 -0.414 -0.432  -1.1278
5 N -4.896 0.630 0.312  0.3055
6 C -4.142 0.175 1.459  -1.2474
7 C -2.823 -0.518 1.092  -0.4297
8 C -1.962 0.443 0.269  0.1170
9 O -0.784 -0.185 -0.218  -0.4496
10 C 0.280 -0.386 0.596  0.6841
11 C 0.392 0.040 1.917  -0.3462
12 C 1.551 -0.217 2.631  -1.0745
13 C 2.616 -0.880 2.053  -0.6417
14 C 2.514 -1.308 0.730  0.6224
15 C 3.620 -2.032 0.033  0.0863
16 O 3.423 -2.888 -0.806  -0.6661
17 N 4.866 -1.656 0.424  -0.1120
18 C 6.041 -2.087 -0.293  -0.8863
19 C 6.373 -1.143 -1.465  -0.9982
20 C 6.558 0.261 -0.967  0.3914
21 C 5.468 1.118 -0.859  -0.1623
22 C 5.621 2.392 -0.341  -0.6835
23 C 6.868 2.828 0.073  -0.4108
24 C 7.960 1.984 -0.033  -0.5215
25 C 7.804 0.708 -0.546  -0.3408
26 C 1.351 -1.071 0.019  -0.5527
27 C -2.755 0.909 -0.951  -0.5700
28 C -4.094 1.516 -0.506  -1.0001
29 H -7.782 -1.865 -1.241  0.3389
30 H -8.520 -0.622 -2.250  0.4263
31 H -6.936 -1.274 -2.672  0.3979
32 H -6.716 0.967 -1.632  0.1525
33 H -8.739 0.990 -0.246  0.4293
34 H -8.106 -0.317 0.757  0.3081
35 H -7.315 1.261 0.768  0.3735
36 H -5.796 -1.239 0.250  0.6253
37 H -4.973 -0.813 -1.257  0.1253
38 H -4.769 -0.497 2.048  0.4630
39 H -3.922 1.055 2.074  0.4270
40 H -3.022 -1.408 0.492  0.2339
41 H -2.297 -0.832 1.995  0.5529
42 H -1.697 1.321 0.876  0.2004
43 H -0.413 0.566 2.406  0.3924
44 H 1.617 0.109 3.659  0.3830
45 H 3.500 -1.091 2.635  0.5514
46 H 4.960 -0.815 0.973  0.3821
47 H 5.833 -3.087 -0.679  0.3902
48 H 6.880 -2.130 0.406  0.4346
49 H 7.280 -1.500 -1.954  0.4625
50 H 5.550 -1.184 -2.179  0.3327
51 H 4.493 0.784 -1.187  0.3985
52 H 4.764 3.045 -0.263  0.3940
53 H 6.988 3.824 0.474  0.3750
54 H 8.936 2.321 0.285  0.3738
55 H 8.660 0.052 -0.625  0.3806
56 H 1.266 -1.416 -0.999  0.4846
57 H -2.176 1.646 -1.509  0.4226
58 H -2.921 0.051 -1.603  0.2027
59 H -4.674 1.808 -1.382  0.3626
60 H -3.897 2.418 0.084  0.4577

---

No. 2
Computed, not measured: a single C24H32N2O4 molecule, with ωB97M-V with the def2-TZVPD basis set.

HOMO level, eV: -7.98
Gap between HOMO and LUMO, eV: 8.6125
Electronic energy, eV: -36577.2625
Relative energy (zero: lowest compared OMol25 entry of this formula, charge and spin), kcal per mole: 56.7

Each line ends with the Mulliken charge.
Element x y z (Å)
1 C -2.980 -4.105 -1.442  -1.1701
2 C -3.190 -2.609 -1.660  -0.5133
3 O -3.117 -1.867 -0.462  -0.3410
4 C -1.904 -1.615 0.119  0.3207
5 C -0.675 -1.928 -0.451  -0.3624
6 C 0.502 -1.623 0.212  -0.9870
7 C 0.473 -1.016 1.451  -0.5565
8 C -0.751 -0.705 2.019  -0.5046
9 C -1.945 -0.977 1.369  1.5808
10 C -3.267 -0.599 2.004  -2.0002
11 N -3.799 0.726 1.740  0.3463
12 C -4.314 0.981 0.416  -1.3826
13 C -3.257 1.436 -0.600  0.7086
14 C -2.501 2.654 -0.070  -0.3442
15 O -1.510 3.118 -0.993  -0.5609
16 C -0.527 2.228 -1.353  0.1903
17 C -0.664 1.479 -2.519  -0.3844
18 C 0.340 0.615 -2.913  -1.0130
19 C 1.497 0.495 -2.165  -0.7720
20 C 1.655 1.254 -1.010  0.8922
21 C 2.865 1.153 -0.142  0.2997
22 O 2.818 1.270 1.067  -0.7003
23 N 4.027 0.946 -0.809  -0.1374
24 C 5.280 0.748 -0.125  -0.8157
25 C 5.671 -0.742 -0.102  -0.2798
26 O 6.972 -0.975 0.371  -0.3945
27 C 7.138 -0.775 1.755  -0.6859
28 C 0.638 2.110 -0.605  0.0155
29 C -1.927 2.338 1.309  0.6377
30 C -3.047 1.852 2.241  -1.4508
31 H -3.716 -4.479 -0.734  0.3302
32 H -1.989 -4.304 -1.043  0.3116
33 H -3.096 -4.633 -2.384  0.4079
34 H -4.205 -2.428 -2.026  0.3905
35 H -2.484 -2.218 -2.404  0.3257
36 H -0.617 -2.407 -1.415  0.3911
37 H 1.446 -1.877 -0.248  0.4412
38 H 1.388 -0.770 1.965  0.3813
39 H -0.783 -0.237 2.992  0.3367
40 H -4.028 -1.312 1.678  0.5077
41 H -3.163 -0.679 3.091  0.5232
42 H -4.803 0.076 0.052  0.4575
43 H -5.070 1.770 0.510  0.4718
44 H -2.544 0.629 -0.775  -0.5396
45 H -3.742 1.681 -1.547  0.4740
46 H -3.186 3.508 0.003  0.3152
47 H -1.562 1.584 -3.109  0.4718
48 H 0.219 0.027 -3.812  0.4406
49 H 2.258 -0.209 -2.471  0.3213
50 H 4.016 0.855 -1.811  0.2901
51 H 6.071 1.321 -0.618  0.2773
52 H 5.140 1.119 0.893  0.3816
53 H 5.665 -1.135 -1.124  0.2818
54 H 4.934 -1.298 0.497  0.3195
55 H 7.073 0.284 2.027  0.2820
56 H 8.132 -1.146 1.998  0.2501
57 H 6.389 -1.335 2.327  0.3026
58 H 0.773 2.693 0.293  0.4697
59 H -1.168 1.561 1.212  -0.6429
60 H -1.460 3.230 1.730  0.5364
61 H -2.631 1.591 3.216  0.4470
62 H -3.760 2.674 2.387  0.4099

---

No. 3
Computed, not measured: a single C24H32N2O5 molecule, with ωB97M-V with the def2-TZVPD basis set.

HOMO level, eV: -7.72
Gap between HOMO and LUMO, eV: 8.3849
Electronic energy, eV: -38625.5576
Relative energy (zero: lowest compared OMol25 entry of this formula, charge and spin), kcal per mole: 19.1

Each line ends with the Mulliken charge.
Element x y z (Å)
1 C -3.302 -1.264 2.119  -1.4464
2 C -2.840 -2.270 1.068  1.2193
3 C -3.172 -3.698 1.505  -1.5444
4 O -3.506 -1.938 -0.148  -0.4680
5 C -2.873 -2.365 -1.339  -0.9356
6 C -1.788 -1.400 -1.834  0.7729
7 C -2.370 -0.070 -2.302  -1.0816
8 N -3.031 0.613 -1.210  0.1006
9 C -3.156 1.949 -1.172  0.7813
10 O -2.699 2.696 -2.013  -0.6627
11 C -3.902 2.479 0.064  -0.8213
12 O -3.046 2.657 1.179  -0.4562
13 C -1.991 3.573 0.951  -0.8122
14 C -0.731 2.915 0.373  0.5830
15 O 0.108 3.534 -0.235  -0.6313
16 N -0.676 1.597 0.692  0.1244
17 C 0.293 0.657 0.331  -0.0983
18 C 1.095 0.820 -0.792  0.0244
19 C 2.038 -0.134 -1.119  -0.7573
20 C 2.215 -1.259 -0.320  0.2662
21 O 3.130 -2.252 -0.541  -0.5662
22 C 4.350 -1.944 -1.183  -0.4701
23 C 5.334 -1.204 -0.257  -1.1741
24 C 4.824 0.164 0.101  0.6288
25 C 4.944 1.216 -0.799  -0.2698
26 C 4.381 2.448 -0.521  -0.7301
27 C 3.692 2.647 0.663  -0.3175
28 C 3.596 1.615 1.579  -0.5326
29 C 4.163 0.384 1.302  -0.1803
30 C 1.379 -1.440 0.782  -0.7325
31 C 0.431 -0.492 1.105  -0.4061
32 H -2.815 -1.466 3.069  0.4136
33 H -3.071 -0.247 1.812  0.1973
34 H -4.378 -1.345 2.252  0.4254
35 H -1.753 -2.181 0.923  -0.1158
36 H -4.245 -3.798 1.648  0.3609
37 H -2.856 -4.418 0.753  0.3487
38 H -2.665 -3.928 2.437  0.4104
39 H -2.441 -3.364 -1.206  0.3784
40 H -3.674 -2.431 -2.081  0.3935
41 H -1.060 -1.221 -1.041  -0.7692
42 H -1.265 -1.868 -2.668  0.4878
43 H -1.584 0.591 -2.679  0.4284
44 H -3.086 -0.246 -3.116  0.3962
45 H -3.496 0.007 -0.545  0.1947
46 H -4.365 3.437 -0.208  0.4473
47 H -4.671 1.778 0.394  0.3680
48 H -1.734 3.999 1.927  0.3746
49 H -2.297 4.383 0.282  0.3555
50 H -1.413 1.272 1.307  0.1059
51 H 0.983 1.701 -1.399  0.6622
52 H 2.643 0.024 -1.997  0.3074
53 H 4.768 -2.918 -1.453  0.4081
54 H 4.191 -1.368 -2.100  0.2462
55 H 6.290 -1.131 -0.778  0.4196
56 H 5.471 -1.801 0.646  0.3256
57 H 5.474 1.063 -1.730  0.4257
58 H 4.469 3.254 -1.235  0.3938
59 H 3.228 3.600 0.865  0.3708
60 H 3.071 1.765 2.511  0.3503
61 H 4.077 -0.422 2.018  0.3238
62 H 1.503 -2.327 1.383  0.4962
63 H -0.193 -0.629 1.977  0.6622

---

No. 4
Computed, not measured: a molecular structure, C24H32N3O5S2V in a non-equilibrium geometry, with ωB97M-V with the def2-TZVPD basis set.

2S+1: 2
Total charge: +3
HOMO level (alpha / beta), eV: -17.45 / -17.45
Gap between HOMO and LUMO (alpha / beta), eV: 6.3219 / 7.0577
Electronic energy, eV: -87444.8948
<S²>: 0.77

Each line ends with the Mulliken charge.
Element x y z (Å)
1 V 0.300 0.705 -1.171  0.4747
2 C 1.678 3.307 -2.258  -0.9817
3 O 1.686 1.864 -2.042  -0.2128
4 C 2.833 1.184 -2.624  -0.5798
5 C 3.115 0.002 -1.731  -0.4988
6 O 1.849 -0.633 -1.371  -0.0165
7 C 1.512 -1.860 -2.085  -0.4067
8 C 0.956 -1.469 -3.424  -0.6805
9 O 0.042 -0.384 -3.178  -0.0266
10 C -1.011 -0.327 -4.171  -0.9945
11 H 2.607 3.721 -1.875  0.4088
12 H 1.585 3.511 -3.323  0.3146
13 H 0.837 3.719 -1.714  0.3587
14 H 2.590 0.911 -3.648  0.2125
15 H 3.688 1.858 -2.630  0.6365
16 H 3.762 -0.720 -2.224  0.5515
17 H 3.573 0.312 -0.796  0.2772
18 H 2.392 -2.493 -2.167  0.5513
19 H 0.763 -2.355 -1.476  -0.0128
20 H 1.724 -1.146 -4.128  0.3064
21 H 0.432 -2.320 -3.859  0.6496
22 H -1.474 -1.308 -4.264  0.3831
23 H -1.758 0.383 -3.836  0.3078
24 H -0.601 -0.017 -5.130  0.2947
25 O -0.869 -0.628 -0.556  0.0282
26 S -2.418 -0.868 -0.406  -0.0400
27 C -3.010 0.432 0.720  -0.6473
28 C -2.676 0.310 2.202  -1.3714
29 C -1.198 0.507 2.562  0.5834
30 C -0.767 1.977 2.448  -0.8555
31 S 0.864 2.194 1.708  -0.0560
32 O 0.695 1.291 0.417  0.1417
33 C 1.926 1.244 2.747  1.1996
34 C 2.455 1.933 3.831  -0.7117
35 C 3.292 1.244 4.693  -0.7005
36 C 3.605 -0.087 4.444  -0.5781
37 C 3.081 -0.747 3.338  -1.0087
38 C 2.226 -0.084 2.470  -0.0346
39 C -2.520 -2.325 0.579  0.8282
40 C -1.430 -2.817 1.283  0.2203
41 C -1.610 -3.963 2.043  -0.9985
42 C -2.854 -4.584 2.093  -0.5484
43 C -3.928 -4.077 1.372  -0.7536
44 C -3.766 -2.942 0.593  -0.4942
45 H -4.091 0.415 0.559  0.6300
46 H -2.628 1.344 0.256  0.4072
47 H -3.009 -0.656 2.581  0.4477
48 H -3.286 1.059 2.714  0.4984
49 H -0.581 -0.118 1.916  -0.7277
50 H -1.027 0.157 3.579  0.5867
51 H -0.688 2.487 3.412  0.7184
52 H -1.423 2.578 1.813  0.5072
53 H 2.231 2.980 4.006  0.4993
54 H 3.712 1.752 5.550  0.4541
55 H 4.273 -0.614 5.113  0.4464
56 H 3.339 -1.780 3.150  0.4872
57 H 1.812 -0.590 1.608  0.2788
58 H -0.464 -2.333 1.233  0.1699
59 H -0.776 -4.375 2.596  0.4655
60 H -2.983 -5.476 2.691  0.4429
61 H -4.889 -4.574 1.400  0.4581
62 H -4.594 -2.558 0.006  0.4733
63 N -1.009 1.789 -1.736  -0.0415
64 C -1.518 2.503 -2.600  0.5795
65 N -2.124 3.163 -3.373  -0.3706
66 C -2.197 3.884 -4.483  0.3481
67 N -2.257 4.506 -5.449  -0.2788